Computed, not measured: a structure of composition C53H56ClN6O2P2SiTi, with the ωB97M-V functional and the def2-TZVPD basis.

Cartesian coordinates (Å):
Ti: 0.96253 0.19372 -2.42958
C: -2.86881 0.81044 3.56043
N: -1.91800 0.27277 4.50941
C: -1.46413 -1.08322 4.36018
P: -0.36260 -1.32477 2.81628
C: 1.20589 -0.63158 3.40643
C: 1.85031 -1.19220 4.54408
C: 3.10026 -0.70824 4.92250
C: 3.73657 0.31435 4.19242
C: 3.08403 0.88418 3.12644
C: 1.80037 0.45065 2.72007
C: -0.00529 -3.11136 2.94068
C: 1.25785 -3.72528 2.79640
C: 1.38421 -5.10645 2.72589
C: 0.27770 -5.90982 2.67506
C: -0.99606 -5.35224 2.85083
C: -1.12215 -3.97162 3.00542
C: -1.36605 1.07067 5.49459
C: -0.71738 0.50829 6.63374
C: 0.09777 1.26464 7.40876
C: 0.19679 2.64421 7.26129
C: -0.54326 3.23522 6.24506
C: -1.30748 2.48081 5.38336
P: -2.38119 0.96323 1.69868
C: -3.86942 0.27872 0.91049
C: -5.06633 0.90581 1.13814
C: -6.23848 0.62699 0.39423
C: -6.20949 -0.42492 -0.52318
C: -5.05623 -1.16440 -0.67570
C: -3.88773 -0.75875 -0.05181
C: -2.36551 2.72227 1.31340
C: -3.19527 3.29259 0.31152
C: -3.25154 4.67604 0.15204
C: -2.34884 5.51343 0.79650
C: -1.49946 4.94318 1.74254
C: -1.42325 3.57675 1.94254
H: -3.24071 1.78431 3.91116
H: -3.75724 0.14708 3.50332
H: -2.37649 -1.69065 4.34471
H: -0.83649 -1.32529 5.19138
H: 1.42955 -1.93994 5.21050
H: 3.54533 -1.10143 5.82238
H: 4.72373 0.68076 4.46236
H: 3.51711 1.71129 2.54990
H: 1.32134 0.89459 1.82836
H: 2.17361 -3.15451 2.72702
H: 2.39753 -5.49520 2.67482
H: 0.36087 -6.97815 2.49904
H: -1.85777 -5.99724 2.91763
H: -2.14517 -3.62593 3.18623
H: -0.92184 -0.53582 6.94486
H: 0.73534 0.77743 8.15295
H: 0.88983 3.17205 7.90960
H: -0.51023 4.33799 6.08560
H: -1.77274 3.01215 4.52383
H: -5.11827 1.72393 1.82970
H: -7.14886 1.20019 0.60252
H: -7.03200 -0.68943 -1.18649
H: -5.11998 -2.06204 -1.30720
H: -2.99743 -1.41190 -0.16459
H: -3.81577 2.64796 -0.33132
H: -4.04830 5.06941 -0.47557
H: -2.39600 6.59629 0.64013
H: -0.89764 5.60712 2.36884
H: -0.71510 3.14746 2.65177
O: 2.82514 0.00539 -1.86417
C: 3.39118 -0.90839 -1.07862
C: 4.62179 -0.64409 -0.43040
C: 5.23306 -1.52477 0.47974
C: 4.80749 -2.82537 0.60635
C: 3.63663 -3.19559 -0.06084
C: 2.85141 -2.25996 -0.84314
C: 1.55573 -2.66258 -1.45473
N: 0.60814 -1.89108 -1.98568
C: -0.41462 -2.67438 -2.48653
C: -0.09105 -3.99669 -2.26106
N: 1.14248 -3.99766 -1.62251
H: 5.12489 0.30292 -0.53855
H: 6.06205 -1.19560 1.08678
H: 5.26790 -3.53635 1.29656
H: 3.25204 -4.21572 0.00463
H: -1.31342 -2.29650 -2.93181
H: -0.58829 -4.92715 -2.54301
H: 1.67053 -4.77098 -1.19593
Cl: 0.76354 1.74863 -0.79986
O: -1.21927 -0.00116 -2.03858
H: -1.91585 0.54180 -2.50230
H: -1.30844 0.21839 -1.08639
C: 0.79006 4.11760 -4.34917
Si: 1.69317 2.43134 -4.54382
C: 3.12231 2.46460 -3.36503
C: 2.24736 1.98635 -6.31530
N: 0.58347 1.23122 -3.89680
C: -0.69432 1.29131 -4.51818
C: -1.02016 0.55544 -5.69209
C: -2.33238 0.55318 -6.18336
C: -3.31796 1.19779 -5.47954
C: -3.03445 1.95585 -4.33613
C: -1.71533 2.13315 -3.92065
H: 1.46466 4.98425 -4.48907
H: 0.45087 4.12365 -3.29723
H: -0.08338 4.30251 -5.05507
H: 3.84129 3.25079 -3.72053
H: 3.72283 1.55526 -3.33018
H: 2.79362 2.71140 -2.35391
H: 1.47078 2.33221 -7.01994
H: 2.40707 0.90319 -6.42736
H: 3.18039 2.54712 -6.56856
H: -0.22933 -0.03077 -6.12952
H: -2.55900 0.01318 -7.10574
H: -4.32732 1.20782 -5.86914
H: -3.82494 2.51386 -3.82517
H: -1.47999 2.82160 -3.12002
N: 3.88597 -2.80451 -4.91072
C: 2.69863 -3.24486 -5.42990
C: 1.76695 -2.31988 -5.07378
N: 2.36983 -1.28146 -4.34581
C: 3.67368 -1.59778 -4.31396
H: 4.80226 -3.31394 -4.99643
H: 2.66802 -4.16371 -6.01224
H: 0.70216 -2.32050 -5.32703
H: 4.44364 -1.06698 -3.80116

Output
Charge: +1
HOMO energy: -8.867 eV
Calculated total energy: -130997.547 eV
LUMO level: -3.352 eV
Orbital gap: 5.516 eV

Computed, not measured: a structure of composition C53H56Cr2N10O5, with the ωB97M-V functional and the def2-TZVPD basis.

Cartesian coordinates (Å):
Cr: -4.78891 6.35402 -23.49313
Cr: -2.47088 3.34709 -21.10958
C: -8.08217 6.27476 -22.51380
O: -6.76006 5.77396 -22.83899
H: -8.88563 5.60191 -22.81350
H: -8.31968 6.47945 -21.46987
H: -8.25655 7.29540 -22.85438
C: -5.21664 1.45411 -20.12568
O: -3.93957 1.99457 -20.30407
H: -5.10267 0.44432 -19.73143
H: -5.89116 2.10824 -19.57320
H: -5.48280 1.18050 -21.14665
C: -2.48179 5.46314 -22.71719
O: -1.45229 4.89573 -22.23765
O: -3.48038 4.74645 -22.48758
O: -2.68593 6.37883 -23.43018
N: -0.51389 10.91124 -22.04504
C: -1.40556 10.69599 -21.03540
C: -2.07943 11.80602 -20.37957
C: -1.80142 13.07476 -20.82268
C: -0.88387 13.20890 -21.91742
C: -0.23027 12.12395 -22.44442
H: -1.67471 9.68306 -20.77474
H: -2.67835 11.59807 -19.50524
H: -2.20569 14.02576 -20.50870
H: -0.84704 14.19003 -22.36733
H: 0.45738 12.14398 -23.27697
N: -0.06080 4.70568 -28.17717
C: 0.28596 4.23897 -26.97746
C: 0.19856 5.02441 -25.82102
C: -0.22613 6.34338 -25.86580
C: -0.55917 6.85593 -27.15726
C: -0.49168 6.01315 -28.22538
H: 0.41341 3.16791 -26.92285
H: 0.33069 4.50036 -24.88597
H: -0.24368 6.85256 -24.91352
H: -0.71988 7.91604 -27.28672
H: -0.71660 6.22783 -29.25965
N: -5.11897 8.03821 -25.02230
C: -6.30761 8.59098 -25.44081
C: -6.36491 9.46561 -26.48017
C: -5.20800 9.86519 -27.11348
C: -3.99703 9.38465 -26.58631
C: -4.02140 8.52427 -25.54408
H: -7.08583 8.29296 -24.75383
H: -7.27544 9.97701 -26.75550
H: -5.13290 10.58833 -27.91211
H: -3.01674 9.56858 -27.00057
H: -3.12312 7.96683 -25.32328
N: -4.70065 4.84746 -25.20638
C: -4.15512 4.93263 -26.45645
C: -4.23567 3.92301 -27.39878
C: -4.97736 2.78683 -27.12531
C: -5.55361 2.63458 -25.88584
C: -5.41744 3.66803 -24.99906
H: -3.60328 5.85522 -26.55990
H: -3.69729 3.92723 -28.33501
H: -4.99856 2.02496 -27.89050
H: -6.10418 1.73634 -25.64827
H: -5.82210 3.53327 -24.00685
N: -2.60323 4.84554 -19.48221
C: -3.85839 5.00988 -18.88062
C: -4.25422 6.03455 -18.03350
C: -3.32631 6.98592 -17.73582
C: -1.98639 6.80733 -18.16072
C: -1.69572 5.73574 -19.02976
H: -4.46050 4.12458 -19.02244
H: -5.17721 6.03938 -17.47272
H: -3.64165 7.83047 -17.14109
H: -1.30588 7.58577 -17.84873
H: -0.70474 5.65249 -19.45099
N: 2.94995 8.06917 -20.53977
C: 3.66051 6.94074 -20.76528
C: 3.28084 5.90126 -21.61038
C: 1.98465 6.02795 -22.10226
C: 1.13869 7.11436 -21.78423
C: 1.73561 8.15345 -21.09356
H: 4.69648 6.93433 -20.46009
H: 3.87110 5.00547 -21.73513
H: 1.56195 5.29587 -22.77441
H: 0.13653 7.14282 -22.18582
H: 1.12716 8.96989 -20.73352
N: -9.58624 4.79998 -17.17082
C: -8.58815 4.97687 -18.07160
C: -7.52036 4.07293 -18.16041
C: -7.58739 2.88915 -17.42097
C: -8.63948 2.68200 -16.56271
C: -9.58665 3.69479 -16.36912
H: -8.75503 5.84107 -18.69748
H: -6.68437 4.18734 -18.83452
H: -6.69713 2.28599 -17.32075
H: -8.70555 1.81381 -15.92375
H: -10.49165 3.59349 -15.78850
N: -4.89708 7.96178 -21.80108
C: -5.48823 7.70027 -20.58295
C: -5.84678 8.60356 -19.66377
C: -5.55607 9.93561 -19.93535
C: -5.03721 10.26434 -21.15883
C: -4.56786 9.25551 -21.94393
H: -5.74132 6.66881 -20.38687
H: -6.41162 8.30972 -18.79141
H: -5.79419 10.63718 -19.14954
H: -4.90028 11.28435 -21.48631
H: -4.13087 9.50604 -22.89926
N: -2.10394 1.80705 -22.81381
C: -2.12778 2.02770 -24.13811
C: -1.89622 1.08309 -25.15040
C: -1.73856 -0.24750 -24.81768
C: -1.67893 -0.55502 -23.43902
C: -2.00497 0.49473 -22.54562
H: -2.20514 3.04791 -24.48392
H: -1.77416 1.39917 -26.17587
H: -1.51762 -1.05133 -25.50429
H: -1.43657 -1.54579 -23.08400
H: -1.95181 0.26112 -21.49253
N: -0.82002 2.55672 -20.06635
C: 0.44213 2.77617 -20.45575
C: 1.60735 2.30951 -19.79646
C: 1.51214 1.70527 -18.53421
C: 0.26673 1.44576 -18.05910
C: -0.85733 1.79700 -18.88849
H: 0.52611 3.32344 -21.38303
H: 2.55798 2.67870 -20.15200
H: 2.47691 1.51849 -18.08617
H: 0.06060 0.95185 -17.12104
H: -1.81367 1.58991 -18.43142

Output
HOMO energy (spin up / spin down): -5.622 / -6.968 eV
Calculated total energy: -137848.071 eV
LUMO level (spin up / spin down): 0.276 / 0.225 eV
Orbital gap (spin up / spin down): 5.898 / 7.193 eV
Spin multiplicity: 9
Energy relative to the best compared isomer or geometry (same formula, charge and spin): 0.0 kJ/mol